89
Properties=species:S:1:pos:R:3:forces:R:3 method="wB97M-V/def2-TZVPD" total_charge=+1 energy_ha=-5968.8300 spin_multiplicity=3 s2=2.0330 orbital_gap_ev="6.3 / 6.1"
W 0.461179 0.570523 -0.200572 0.38 -0.16 -0.95
C 3.819918 3.017026 4.507150 0.02 0.00 -0.03
C 2.551191 3.701787 4.024523 -0.04 -0.01 -0.05
N 2.335316 3.639477 2.579530 0.09 -0.04 -0.02
C 1.769438 2.609149 1.933215 0.05 0.01 0.17
S 1.272159 2.884796 0.293691 -0.12 -0.14 0.00
N 1.598845 1.488279 2.596863 0.04 -0.06 -0.21
N 0.859934 0.550115 1.910540 0.10 0.20 0.69
C 0.491482 -0.476750 2.621963 -0.22 -0.15 -0.08
C 0.944485 -0.721212 4.017226 0.02 0.00 0.02
C -0.524420 -1.309271 1.971107 0.07 0.16 0.14
C -1.185704 -2.360192 2.585837 -0.06 -0.03 0.00
C -2.279573 -2.923491 1.950878 0.05 -0.02 0.05
C -2.691905 -2.410742 0.730924 -0.02 0.01 -0.05
C -1.945533 -1.409498 0.143814 0.05 -0.12 0.01
N -0.863149 -0.888152 0.736808 -0.10 0.03 0.24
H 3.988623 3.250949 5.558628 -0.01 0.00 -0.01
H 4.688719 3.355647 3.941048 -0.01 0.01 0.01
H 3.737302 1.935927 4.412018 0.00 -0.02 -0.01
H 2.575040 4.760041 4.280744 0.00 0.01 0.01
H 1.679091 3.262877 4.511134 0.00 0.01 0.02
H 2.494993 4.470523 2.036547 -0.02 0.01 0.01
H 1.863893 -1.314247 4.003760 0.01 0.02 0.00
H 0.198727 -1.264515 4.591545 0.01 0.00 0.00
H 1.170021 0.220775 4.508410 0.00 0.00 0.00
H -0.851983 -2.723751 3.545682 -0.04 0.00 0.00
H -2.814460 -3.743685 2.410940 0.01 0.01 0.00
H -3.567688 -2.788050 0.222454 0.01 0.00 -0.02
H -2.178243 -1.033387 -0.841180 -0.03 0.03 0.00
Br -6.382644 -2.293524 -1.212026 0.01 -0.06 0.02
C -6.054691 -0.584272 -1.949644 0.06 0.04 -0.07
C -5.093828 -0.445154 -2.943135 -0.04 -0.03 0.04
C -4.827438 0.809908 -3.462161 0.03 0.04 -0.09
C -5.529727 1.916483 -2.992406 0.03 0.29 0.07
C -6.542688 1.749890 -2.060793 -0.01 0.00 0.13
C -6.794570 0.500400 -1.512904 -0.01 0.06 0.00
N -5.372917 3.253802 -3.522591 0.12 -0.37 -0.35
N -4.262032 3.750532 -3.753227 0.02 0.10 0.57
C -3.052084 3.126440 -3.278873 -0.10 0.00 -0.22
C -2.037825 2.948072 -4.180169 0.09 -0.12 -0.05
C -0.819856 2.328296 -3.832648 -0.02 0.18 -0.06
C -0.622760 1.895661 -2.546336 -0.13 -0.12 0.18
O 0.504124 1.357619 -2.085602 -0.13 0.01 0.07
C -1.679209 2.065778 -1.608250 0.28 0.24 0.08
N -1.417214 1.605160 -0.347057 -0.37 0.29 -0.08
C -2.225261 1.936029 0.641064 -0.18 -0.14 -0.04
C -3.362082 2.727983 0.437211 0.05 -0.05 0.03
C -3.680039 3.131033 -0.831496 -0.08 -0.06 -0.08
C -2.846751 2.775439 -1.915926 -0.23 -0.02 -0.04
H -4.566977 -1.313322 -3.316240 0.00 0.01 0.01
H -4.089828 0.917002 -4.245975 0.00 0.01 0.03
H -7.125463 2.611655 -1.759565 -0.01 -0.02 -0.01
H -7.570944 0.370425 -0.772025 0.01 0.00 0.01
H -2.201686 3.277787 -5.198726 0.03 -0.01 0.00
H -0.029908 2.214089 -4.562239 -0.01 0.00 0.00
H -1.970611 1.563085 1.625550 0.00 0.01 0.01
H -3.973246 3.005967 1.283632 0.00 0.00 -0.01
H -4.553395 3.746843 -0.999186 -0.02 -0.01 -0.05
O 2.407460 -6.970248 1.494656 -0.02 0.03 -0.04
C 1.840247 -6.798848 0.278829 0.02 -0.02 0.04
O 1.605217 -7.752485 -0.404070 -0.02 0.00 -0.02
C 1.525432 -5.396779 -0.151336 0.02 -0.01 0.05
C 1.724183 -4.267436 0.634307 -0.02 -0.02 -0.01
C 1.387889 -3.007821 0.163403 0.12 0.04 -0.07
C 0.845971 -2.843094 -1.110060 -0.20 0.01 0.05
S 0.382973 -1.296635 -1.816316 0.27 0.13 -0.01
C 0.665565 -3.979831 -1.904957 -0.03 -0.04 0.02
C 0.997626 -5.232904 -1.430260 -0.01 0.02 -0.05
H 2.569051 -6.123383 1.922096 0.02 0.00 0.01
H 2.146914 -4.330153 1.632098 0.00 0.01 0.00
H 1.592181 -2.146514 0.786824 0.04 0.00 -0.01
H 0.260656 -3.869488 -2.903344 0.00 0.00 0.02
H 0.856519 -6.113400 -2.042297 -0.01 0.00 0.00
C 3.726189 2.018668 -2.096705 -0.02 -0.01 0.01
O 3.887587 1.386069 -0.810136 0.02 0.05 -0.02
P 2.971794 0.148299 -0.397541 0.27 -0.19 -0.03
O 3.679871 -0.308800 0.950315 -0.09 0.06 0.12
C 4.630739 0.424213 1.745127 0.07 -0.04 -0.09
O 3.356259 -0.989095 -1.423373 -0.01 -0.07 -0.08
C 4.713604 -1.446765 -1.566602 -0.02 -0.02 0.03
H 4.626848 2.601099 -2.264929 0.00 0.00 0.01
H 2.853888 2.667571 -2.082262 -0.01 0.00 0.01
H 3.614418 1.269109 -2.879977 0.00 -0.01 0.01
H 5.325127 -0.305832 2.153069 0.00 0.00 0.01
H 4.098189 0.927883 2.544612 -0.02 0.03 0.04
H 5.166960 1.145245 1.133757 0.00 0.00 0.01
H 4.779531 -1.910755 -2.545864 0.00 0.00 0.00
H 4.928619 -2.181359 -0.792305 0.00 0.01 0.00
H 5.416353 -0.616577 -1.500270 0.00 0.00 -0.01



9
Properties=species:S:1:pos:R:3:forces:R:3 method="wB97M-V/def2-TZVPD" energy_ha=-3079.5569 spin_multiplicity=1 orbital_gap_ev="4.5 / 5.0"
C -1.121174 1.322201 -0.244057 2.81 0.51 -0.96
C -0.197538 0.217776 -0.574663 -0.94 0.69 -4.39
N -0.534863 2.473941 -0.324215 0.56 0.09 0.15
O -2.344111 1.159023 -0.120990 -4.45 -1.02 0.72
Br -1.343089 4.062723 -0.022057 -0.70 0.55 0.26
I -3.861312 -0.949497 0.249016 1.56 1.66 -0.23
H 0.436740 0.490292 -1.516419 -1.05 -0.46 1.99
H -0.853173 -0.581453 -0.829856 -0.09 -1.10 -0.28
H 0.358377 -0.013887 0.227548 2.29 -0.92 2.73



40
Properties=species:S:1:pos:R:3:forces:R:3 method="wB97M-V/def2-TZVPD" total_charge=-1 energy_ha=-3232.7212 spin_multiplicity=1 orbital_gap_ev=6.1
Cl -0.367034 2.844647 -3.740898 -0.17 -0.04 0.29
B -1.370878 1.976344 -2.458705 -0.17 -0.80 -0.33
Cl -2.896865 2.956059 -1.956206 0.30 0.04 0.03
Cl -1.908192 0.293122 -3.019841 0.06 0.25 0.02
O -0.481767 1.840612 -1.234019 -0.39 0.58 1.69
C -0.901894 1.629020 -0.038531 0.37 0.52 -0.81
C -0.580843 2.593701 1.017542 -0.05 0.61 0.15
C -1.340938 2.608498 2.196097 0.37 -0.16 -0.29
C -1.001481 3.485923 3.224888 0.01 0.13 -0.04
C 0.092743 4.352339 3.073434 -0.01 -0.38 0.01
C 0.846710 4.339539 1.890052 -0.21 -0.13 -0.09
C 0.495156 3.480297 0.848678 -0.14 -0.02 0.22
H -1.609102 0.809936 0.141719 -0.24 0.52 -0.18
H -2.165032 1.894866 2.280044 0.19 0.30 0.12
H -1.596137 3.484923 4.147008 0.34 0.07 -0.39
H 0.386759 4.997360 3.906365 -0.15 -0.14 -0.35
H 1.714676 4.993741 1.764962 -0.37 -0.18 0.14
H 1.053962 3.459515 -0.089420 -0.17 -0.01 0.32
C 0.939450 -0.034481 2.169009 -0.46 0.48 -1.43
O 0.512676 0.325599 0.757527 0.39 0.86 1.58
C 0.231925 -0.608356 -0.162209 0.30 -2.90 -1.98
S 1.560083 -1.019446 -1.260096 -2.73 -0.06 2.23
O 1.578527 -0.237051 -2.468541 0.75 -0.24 -0.01
O 2.732837 -1.125501 -0.408734 0.78 0.02 -0.85
C 0.919437 -2.654839 -1.641473 0.29 -0.25 -0.41
C -0.207609 -3.059214 -0.939165 -0.01 -0.65 0.29
C -0.682948 -4.372050 -1.051379 0.12 0.54 -0.25
C -0.036613 -5.251448 -1.917722 0.02 0.15 0.03
C 1.086305 -4.834034 -2.643965 -0.12 0.22 -0.10
C 1.550047 -3.522345 -2.539792 -0.24 0.16 0.28
S -0.867947 -1.892775 0.253872 2.55 1.70 -1.10
O -0.530650 -2.350976 1.595034 -1.01 -0.52 0.10
O -2.234764 -1.540057 -0.059016 -0.35 -0.70 0.54
H 1.452812 0.866059 2.503314 0.00 -0.13 0.13
H 0.023572 -0.233798 2.733226 0.44 -0.08 0.04
H 1.605213 -0.897436 2.088669 -0.23 0.20 0.10
H -1.546837 -4.670009 -0.461931 0.11 -0.03 -0.18
H -0.433664 -6.258149 -2.047367 0.23 0.18 0.10
H 1.597424 -5.526510 -3.311581 -0.19 0.12 0.11
H 2.380882 -3.143623 -3.140848 -0.18 -0.27 0.27



F_max for the records above, in order: 1.0, 4.6, 3.5 eV/A